1.
Here is a molecular structure, C44H51BN10O4S3V at a distorted geometry from the Open Molecules 2025 dataset. Energies are from the ωB97M-V functional and the def2-TZVPD basis.

Summary:
- Orbital gap (spin up / spin down): 6.36 / 6.47 eV
- Highest occupied orbital energy (spin up / spin down): -7.123 / -7.253 eV
- Relative energy (zero: lowest compared OMol25 entry of this formula, charge and spin): 41.93 kcal per mole
- Spin multiplicity: 4

Atoms and positions in Å:
V  -1.73  -0.87  -1.27
S  1.65  -0.33  -3.54
S  -0.03  0.82  -3.59
S  -2.12  2.88  0.32
O  -0.53  -3.72  -0.96
O  -4.94  -6.00  -5.04
O  -2.68  -6.40  -5.27
O  -0.20  -1.76  -2.19
N  -3.37  0.18  -1.30
N  1.16  -0.63  -0.67
N  2.35  -0.45  -0.01
N  0.55  1.77  -1.18
N  -2.13  -1.64  0.51
N  0.26  0.18  1.98
N  -0.42  0.82  1.00
N  -2.66  -1.98  -3.09
N  1.10  2.58  -0.29
N  -4.45  -1.24  0.24
C  -2.09  1.45  2.61
C  -5.73  0.37  -0.97
C  5.76  -1.01  -0.72
C  -2.37  -4.36  -3.26
C  -5.79  1.38  -1.90
C  -3.39  -1.86  0.90
C  0.69  3.77  -4.35
C  -0.94  -2.94  -1.77
C  1.76  0.80  4.59
C  3.53  4.88  0.18
C  4.74  0.37  1.07
C  0.82  3.37  -2.90
C  0.76  -0.34  4.30
C  1.31  6.02  0.46
C  -1.43  0.71  3.54
C  1.31  4.23  -1.95
C  1.87  4.01  1.84
C  -2.71  -3.34  2.64
C  1.51  -1.60  3.84
C  2.10  -2.57  -1.83
C  5.04  -2.09  1.41
C  4.70  -0.99  0.40
C  1.46  3.79  -0.64
C  -1.40  -3.12  2.26
C  -4.49  -0.21  -0.69
C  3.18  -2.42  -1.07
C  -3.42  2.07  2.97
C  -4.63  1.78  -2.55
C  0.46  2.09  -2.46
C  -2.06  -3.13  -2.73
C  1.12  -1.50  -1.74
C  -3.38  -4.43  -4.23
C  -1.49  1.66  1.32
C  0.01  -0.66  5.59
C  -3.71  -2.69  1.97
C  3.33  -1.27  -0.22
C  -0.18  0.18  3.22
C  -3.71  -5.77  -4.93
C  -4.02  -3.25  -4.59
C  -3.63  -2.05  -4.02
C  1.93  -3.66  -2.84
C  -1.15  -2.26  1.22
C  2.04  4.67  0.46
C  -3.46  1.17  -2.22
B  -0.03  0.41  -0.51
H  -5.35  -1.52  0.57
H  -1.81  -5.25  -2.97
H  1.49  6.59  -0.46
H  1.30  3.14  -4.98
H  -4.64  2.58  -3.29
H  2.29  4.67  2.60
H  1.42  -3.29  -3.73
H  1.23  1.70  4.92
H  3.97  5.53  0.94
H  2.47  0.50  5.37
H  2.38  -1.78  4.49
H  2.32  1.05  3.69
H  6.07  -1.97  1.77
H  -4.75  -2.82  2.25
H  0.22  5.87  0.56
H  -3.95  1.43  3.67
H  0.81  3.85  2.06
H  -2.54  1.44  -2.71
H  1.33  -4.48  -2.43
H  -0.34  3.66  -4.69
H  -0.57  -3.63  2.74
H  4.07  3.93  0.19
H  -2.94  -4.01  3.46
H  -0.40  0.24  6.06
H  0.99  4.81  -4.48
H  0.71  -1.12  6.31
H  3.70  5.35  -0.80
H  3.99  -3.14  -1.15
H  -4.10  -1.11  -4.29
H  1.65  6.62  1.30
H  4.61  1.17  0.34
H  3.93  0.45  1.80
H  6.72  -0.66  -0.33
H  -6.61  0.02  -0.45
H  0.87  -2.48  3.90
H  1.86  -1.48  2.81
H  4.37  -2.05  2.27
H  -6.75  1.84  -2.12
H  5.46  -0.34  -1.54
H  -4.83  -3.28  -5.31
H  2.90  -4.07  -3.13
H  1.60  5.24  -2.24
H  -3.28  3.05  3.43
H  5.70  0.51  1.58
H  5.91  -2.01  -1.13
H  -1.86  0.57  4.52
H  -0.14  -2.05  0.93
H  4.95  -3.09  0.97
H  -0.81  -1.37  5.42
H  -4.02  2.23  2.07
H  2.37  3.04  1.88

=====

2.
Here is 12 unconnected molecules or ions with the total composition C49H71BF9IN2O39S2 at a distorted geometry from the Open Molecules 2025 dataset. Energies are from the ωB97M-V functional and the def2-TZVPD basis.

Summary:
- Orbital gap: 8.60 eV
- Highest occupied orbital energy: -9.040 eV
- SMILES: NB(O)[C@H]1OS(=O)(=O)[C@](N)(CCOC=O)[C@@H](CCCCC(F)(F)C(F)(F)S(F)(F)(F)(F)F)[C@H]1CCCI.O=C1OCCO1.O=C1OCCO1.O=C1OCCO1.O=C1OCCO1.O=C1OCCO1.O=C1OCCO1.O=C1OCCO1.O=C1OCCO1.O=C1OCCO1.O=C1OCCO1.O=C1OCCO1

Atoms and positions in Å:
I  -5.66  3.21  -0.77
S  1.85  2.56  3.67
S  0.79  0.27  -5.32
F  -0.63  1.79  3.65
F  -0.40  -0.81  3.43
F  1.69  -0.87  3.83
F  1.38  2.90  2.21
F  2.96  1.53  3.20
F  0.46  0.98  5.24
F  0.85  3.66  4.26
F  2.95  3.74  3.55
F  2.36  2.33  5.18
O  -1.34  -3.74  8.43
O  0.72  -1.07  -5.81
O  -2.26  4.66  -4.84
O  5.16  0.54  -2.20
O  6.39  2.20  -1.31
O  -1.89  5.16  2.61
O  -2.72  -2.64  -0.87
O  4.52  -4.49  3.55
O  1.96  3.14  -9.73
O  1.92  0.95  -5.89
O  -3.36  -7.09  3.42
O  2.62  -4.25  -2.24
O  8.79  3.81  1.31
O  7.25  0.95  -2.95
O  -3.31  -7.46  5.65
O  -1.44  6.62  -5.54
O  6.66  3.54  1.95
O  -7.43  -2.23  4.25
O  2.33  4.28  -7.85
O  -0.60  1.00  -5.72
O  -3.93  -6.54  -4.84
O  0.79  -3.18  7.94
O  -2.18  6.41  -3.42
O  -5.63  -0.92  4.48
O  -0.34  -2.01  9.48
O  3.84  -5.23  5.55
O  4.12  -6.69  3.85
O  -5.46  -3.13  4.90
O  1.47  -2.67  -3.35
O  0.49  4.71  -9.07
O  -1.74  -6.18  -5.23
O  8.30  3.18  3.43
O  -3.75  4.64  1.46
O  -3.75  -5.40  4.86
O  -1.92  3.31  1.33
O  -3.10  1.76  -6.87
O  -2.81  -4.96  -3.68
O  -4.02  -3.13  0.91
O  -1.92  -3.89  0.81
N  0.91  1.79  -3.20
N  -4.38  0.21  -5.50
C  8.00  3.54  2.15
C  -1.73  0.27  -5.19
C  0.75  -0.12  3.22
C  6.17  1.17  -2.15
C  -2.47  4.28  1.76
C  2.10  -0.31  -2.89
C  7.78  2.55  -1.40
C  -2.11  1.77  -3.08
C  4.15  -5.58  4.27
C  -0.41  0.09  0.94
C  7.08  3.16  4.17
C  -6.64  -0.12  3.85
C  -2.10  4.54  -6.26
C  -3.62  2.99  -1.46
C  1.58  -2.04  8.24
C  -1.78  0.37  -3.64
C  -6.11  -2.18  4.58
C  8.15  2.04  -2.76
C  1.50  4.10  -8.90
C  -2.93  -5.95  -4.61
C  0.53  1.24  3.94
C  -3.28  -6.57  6.77
C  -7.90  -0.89  4.15
C  -3.41  1.68  -2.21
C  -1.42  -4.68  -3.53
C  4.21  -3.33  4.33
C  1.66  -3.60  -2.38
C  3.29  2.80  -9.32
C  -2.38  -4.16  2.14
C  -2.88  -3.17  0.18
C  -0.66  -0.53  -1.49
C  -1.15  5.67  -6.57
C  -1.98  5.95  -4.50
C  6.05  2.95  3.09
C  -4.01  -5.36  6.26
C  -0.21  0.60  -0.55
C  3.29  3.22  -7.87
C  -2.76  6.29  2.72
C  1.01  -1.57  9.55
C  2.50  -1.69  -3.45
C  0.93  -0.07  1.69
C  0.82  0.34  -3.49
C  -4.10  5.71  2.34
C  -0.39  -3.05  8.60
C  -0.84  -5.14  -4.85
C  -3.46  -6.69  4.54
C  -3.87  -4.06  1.99
C  4.22  -3.87  5.74
C  -0.52  -0.29  -3.01
B  -3.10  0.76  -5.88
H  -2.80  1.39  -7.71
H  -2.43  7.06  2.02
H  -0.85  -4.36  -5.61
H  -0.51  -1.30  -3.46
H  -8.64  -0.80  3.36
H  -4.64  5.29  3.20
H  -1.97  -3.40  2.82
H  7.98  2.78  -3.55
H  -2.33  2.53  -3.84
H  1.45  -1.30  7.44
H  -0.11  5.37  -6.50
H  2.63  -2.30  8.30
H  4.96  -2.55  4.17
H  -1.70  3.57  -6.52
H  0.18  -5.52  -4.75
H  1.07  -0.49  9.68
H  -2.24  -6.35  7.02
H  3.48  1.74  -9.45
H  -4.30  -0.29  -4.62
H  2.95  2.42  -7.20
H  -2.61  -0.30  -3.34
H  -3.08  4.67  -6.73
H  1.43  1.94  -2.34
H  -3.64  -4.44  6.70
H  -6.65  0.89  4.26
H  1.49  -2.05  10.41
H  2.93  0.37  -3.11
H  -3.76  -7.02  7.63
H  -5.03  0.96  -5.29
H  -5.09  -5.42  6.42
H  9.19  1.70  -2.81
H  2.07  -0.40  -1.79
H  -8.36  -0.60  5.10
H  5.21  -3.84  6.19
H  7.09  2.36  4.91
H  -1.70  -0.75  -1.24
H  4.26  3.57  -7.53
H  -1.03  -5.24  -2.68
H  1.71  0.63  1.38
H  -2.95  3.10  -0.60
H  -2.75  6.69  3.73
H  -4.36  -3.68  2.89
H  8.32  2.05  -0.59
H  0.80  -3.75  -1.70
H  1.31  -1.07  1.43
H  3.44  -2.00  -2.95
H  5.09  3.42  3.31
H  -1.69  -0.81  -5.42
H  -0.87  -0.91  0.90
H  -6.42  -0.06  2.78
H  -4.33  -5.01  1.71
H  -3.44  3.85  -2.11
H  -0.79  1.53  -0.60
H  6.96  4.12  4.69
H  -1.32  6.09  -7.56
H  -1.35  2.19  -2.42
H  0.85  0.88  -0.62
H  3.23  -2.95  4.02
H  4.00  3.38  -9.92
H  -4.25  1.57  -2.91
H  2.78  -1.55  -4.50
H  -3.39  0.80  -1.54
H  1.44  2.27  -3.93
H  3.51  -3.35  6.38
H  -4.74  6.43  1.84
H  -1.25  -3.61  -3.36
H  -1.14  0.74  1.43
H  7.91  3.62  -1.29
H  -0.09  -1.44  -1.25
H  5.87  1.89  2.89
H  -2.06  -5.14  2.48